The following is a quantum chemistry calculation of C30H48P2PmS as an isolated structure, from the Open Molecules 2025 dataset.

CARTESIAN COORDINATES (ANGSTROEM)
1 Pm -0.545 -0.061 1.319
2 C -0.072 0.690 3.761
3 C -0.355 1.886 3.024
4 C -2.343 0.733 3.334
5 C -1.307 -0.017 3.951
6 C -1.761 1.906 2.761
7 C 1.254 0.229 4.244
8 H 2.070 0.838 3.828
9 H 1.437 -0.829 3.984
10 H 1.318 0.299 5.343
11 C -1.501 -1.220 4.790
12 H -0.556 -1.542 5.245
13 H -1.908 -2.061 4.210
14 H -2.208 -1.014 5.611
15 C -3.790 0.459 3.466
16 H -4.107 0.446 4.522
17 H -4.057 -0.519 3.044
18 H -4.397 1.225 2.966
19 C -2.523 3.017 2.134
20 H -3.017 3.654 2.890
21 H -3.314 2.635 1.473
22 H -1.868 3.672 1.546
23 C 0.618 2.941 2.623
24 H 0.651 3.768 3.356
25 H 0.339 3.377 1.650
26 H 1.635 2.527 2.545
27 C 4.068 -0.986 -3.041
28 C 4.895 -0.204 -2.319
29 C 5.581 1.030 -2.831
30 C 4.771 1.846 -3.879
31 C 3.304 1.976 -3.569
32 C 2.345 1.201 -4.076
33 C 2.553 -0.041 -4.875
34 C 3.850 -0.828 -4.505
35 H 6.536 0.714 -3.285
36 H 4.933 1.430 -4.887
37 H 5.842 1.715 -2.005
38 H 4.720 -0.356 -4.983
39 H 3.711 -1.931 -2.620
40 H 5.288 -0.571 -1.365
41 H 3.771 -1.835 -4.946
42 H 1.709 -0.741 -4.779
43 H 1.308 1.560 -4.038
44 H 2.603 0.252 -5.934
45 H 5.197 2.865 -3.900
46 H 3.060 2.907 -3.021
47 P 1.730 -0.437 -0.249
48 P -1.436 1.116 -1.146
49 C 1.076 -0.199 -1.963
50 C -0.428 0.033 -2.276
51 H 1.462 -1.049 -2.549
52 H 1.651 0.686 -2.280
53 H -0.511 0.481 -3.279
54 H -0.938 -0.942 -2.313
55 C -3.176 0.841 -1.700
56 H -3.849 1.525 -1.155
57 H -3.471 -0.191 -1.445
58 H -3.300 1.002 -2.785
59 C -1.099 2.830 -1.700
60 H -1.195 2.946 -2.791
61 H -0.080 3.110 -1.398
62 H -1.790 3.532 -1.205
63 C 2.163 -2.196 -0.054
64 H 2.425 -2.366 1.004
65 H 3.010 -2.433 -0.711
66 H 1.286 -2.827 -0.283
67 C 3.145 0.624 0.103
68 H 2.858 1.682 0.145
69 H 3.903 0.513 -0.676
70 H 3.588 0.343 1.068
71 S -1.963 -2.443 1.191
72 C -3.492 -3.202 1.308
73 C -4.188 -3.260 2.542
74 C -5.450 -3.846 2.621
75 C -6.052 -4.429 1.506
76 C -5.362 -4.411 0.289
77 C -4.108 -3.821 0.186
78 H -3.722 -2.838 3.432
79 H -5.980 -3.848 3.573
80 H -7.045 -4.888 1.583
81 H -5.825 -4.865 -0.587
82 H -3.579 -3.821 -0.770

Forces on atoms 1 to 3 (eV/Å):
-2.4 -1.1 2.3
-1.0 0.3 -0.4
-0.5 -0.7 0.3

Computed properties:
Multiplicity = 5
Electronic energy = -77850.40946 eV
HOMO-LUMO gap (alpha / beta) = 6.882 / 7.061 eV
Net charge = +1



The following is a quantum chemistry calculation of C30H48P2Y as an isolated structure, from the Open Molecules 2025 dataset.

CARTESIAN COORDINATES (ANGSTROEM)
1 Y 0.384 -0.458 -0.140
2 C -0.537 -2.491 2.306
3 C 0.817 -2.643 1.871
4 C 0.767 -1.078 3.558
5 C -0.551 -1.533 3.351
6 C 1.614 -1.713 2.623
7 C -1.697 -3.302 1.915
8 H -1.584 -3.627 0.882
9 H -2.609 -2.691 2.008
10 H -1.801 -4.192 2.564
11 C -1.726 -1.190 4.189
12 H -2.494 -1.960 4.067
13 H -2.161 -0.225 3.889
14 H -1.434 -1.133 5.251
15 C 1.278 -0.220 4.653
16 H 0.624 -0.303 5.531
17 H 1.342 0.838 4.348
18 H 2.293 -0.556 4.919
19 C 3.084 -1.576 2.515
20 H 3.597 -2.214 3.258
21 H 3.355 -0.526 2.702
22 H 3.430 -1.856 1.510
23 C 1.321 -3.642 0.897
24 H 1.805 -4.506 1.401
25 H 2.079 -3.184 0.235
26 H 0.503 -4.043 0.271
27 C -1.521 0.562 -3.836
28 C -1.617 -0.749 -3.728
29 C -0.754 -1.737 -4.420
30 C 0.793 -1.479 -4.289
31 C 1.205 -0.705 -3.050
32 C 1.439 0.630 -3.138
33 C 0.795 1.668 -4.017
34 C -0.535 1.251 -4.708
35 H -1.007 -1.727 -5.490
36 H 1.127 -0.935 -5.174
37 H -0.993 -2.763 -4.067
38 H -0.309 0.612 -5.568
39 H -2.262 1.211 -3.347
40 H -2.524 -1.176 -3.274
41 H -0.987 2.160 -5.101
42 H 0.626 2.588 -3.444
43 H 2.254 1.016 -2.533
44 H 1.541 1.939 -4.772
45 H 1.323 -2.436 -4.327
46 H 1.603 -1.309 -2.214
47 P -2.205 -0.009 -0.617
48 P 2.597 1.146 0.116
49 C -0.762 1.304 -1.284
50 C 0.510 1.921 -0.737
51 H -1.407 2.098 -1.703
52 H -0.424 0.584 -2.064
53 H 1.123 2.346 -1.558
54 H 0.313 2.626 0.072
55 C 3.161 2.646 0.879
56 H 3.791 2.273 1.677
57 H 2.348 3.213 1.321
58 H 3.716 3.273 0.183
59 C 3.868 0.546 -1.006
60 H 4.264 1.397 -1.569
61 H 3.526 -0.225 -1.715
62 H 4.630 0.072 -0.374
63 C -3.855 -0.077 -1.436
64 H -4.239 -1.099 -1.365
65 H -3.845 0.254 -2.467
66 H -4.533 0.573 -0.866
67 C -1.264 -1.661 -1.129
68 H -0.493 -2.181 -0.437
69 H -0.739 -1.619 -2.093
70 H -2.032 -2.429 -1.075
71 C -2.164 4.156 3.173
72 C -1.482 3.161 3.914
73 C -1.045 1.974 3.251
74 C -1.232 1.820 1.925
75 C -1.996 2.696 1.229
76 C -2.416 3.921 1.806
77 H -2.489 5.081 3.652
78 H -1.301 3.292 4.971
79 H -0.574 1.191 3.857
80 H -2.313 2.490 0.194
81 H -2.931 4.650 1.191

Forces on atoms 1 to 3 (eV/Å):
1.8 1.1 6.2
0.7 1.1 0.3
-0.4 1.8 -0.8

Computed properties:
Energy above the lowest of the compared OMol25 structures with the same formula, charge and spin = 0.0 kcal per mole
Electronic energy = -51492.11559 eV
HOMO-LUMO gap (alpha / beta) = 4.502 / 4.600 eV
Net charge = +1



The following is a quantum chemistry calculation of a 9-piece molecular cluster, C30H49Br16I2N2O3 overall, from the Open Molecules 2025 dataset.

CARTESIAN COORDINATES (ANGSTROEM)
1 C 3.782 3.597 2.767
2 C 2.330 3.928 2.246
3 C 1.731 2.753 1.415
4 C 0.303 3.011 0.790
5 C -0.874 2.456 1.625
6 C -1.964 3.279 2.137
7 C -2.118 4.797 1.906
8 I -0.481 6.009 2.608
9 C -2.520 5.043 0.363
10 C -1.632 6.076 -0.389
11 I -4.544 5.894 0.350
12 C -2.983 2.565 2.880
13 C -4.234 3.268 3.469
14 O -5.324 2.957 3.098
15 O -4.049 4.298 4.401
16 C -2.930 1.128 3.102
17 C -1.837 0.448 2.555
18 N -0.865 1.104 1.849
19 O 0.133 0.298 1.340
20 C -0.212 -0.130 0.096
21 N -0.289 -0.290 -1.046
22 H 4.559 3.839 2.012
23 H 3.882 2.522 3.040
24 H 3.949 4.168 3.710
25 H 2.322 4.899 1.696
26 H 1.709 4.013 3.171
27 H 1.780 1.847 2.061
28 H 2.427 2.558 0.563
29 H 0.177 4.071 0.505
30 H 0.277 2.430 -0.171
31 H -3.006 5.135 2.483
32 H -2.618 4.068 -0.158
33 H -0.559 5.801 -0.465
34 H -1.746 7.100 0.033
35 H -2.031 6.144 -1.432
36 H -3.988 3.823 5.254
37 H -3.729 0.582 3.664
38 H -1.784 -0.652 2.684
39 Br -4.965 -0.457 5.051
40 C -4.988 -2.207 5.909
41 C -3.700 -2.461 6.646
42 Br -2.263 -2.905 5.406
43 H -5.188 -2.938 5.130
44 H -5.830 -2.179 6.599
45 H -3.797 -3.327 7.299
46 H -3.363 -1.608 7.229
47 Br 1.755 -4.667 -4.604
48 C 1.185 -4.003 -2.866
49 C 1.447 -2.524 -2.753
50 Br 3.335 -2.161 -2.439
51 H 1.697 -4.595 -2.111
52 H 0.116 -4.208 -2.816
53 H 0.931 -2.107 -1.890
54 H 1.160 -1.969 -3.643
55 Br 1.041 -8.537 3.640
56 C -0.289 -7.280 4.301
57 C -0.667 -6.275 3.244
58 Br 0.714 -4.917 3.029
59 H 0.123 -6.824 5.197
60 H -1.149 -7.892 4.571
61 H -1.562 -5.728 3.540
62 H -0.827 -6.722 2.266
63 Br 1.788 2.995 -3.889
64 C 2.039 1.107 -4.307
65 C 1.339 0.725 -5.587
66 Br -0.582 0.552 -5.316
67 H 1.691 0.544 -3.445
68 H 3.116 0.980 -4.408
69 H 1.671 -0.258 -5.921
70 H 1.483 1.445 -6.388
71 Br 1.642 8.382 4.629
72 C 0.274 9.653 5.191
73 C -0.577 10.094 4.029
74 Br 0.358 11.382 2.910
75 H 0.790 10.474 5.681
76 H -0.327 9.117 5.924
77 H -1.465 10.616 4.384
78 H -0.877 9.272 3.383
79 Br -0.219 -8.898 -1.892
80 C 0.963 -8.354 -3.344
81 C 0.775 -9.223 -4.559
82 Br 1.628 -10.958 -4.331
83 H 1.976 -8.377 -2.953
84 H 0.685 -7.324 -3.564
85 H 1.263 -8.778 -5.425
86 H -0.270 -9.412 -4.792
87 Br -1.683 -3.075 -6.871
88 C -3.019 -2.380 -8.106
89 C -3.677 -1.140 -7.561
90 Br -4.979 -1.574 -6.178
91 H -3.719 -3.188 -8.302
92 H -2.470 -2.151 -9.018
93 H -4.247 -0.637 -8.341
94 H -2.971 -0.440 -7.122
95 Br 5.559 -4.581 -3.642
96 C 7.419 -4.033 -3.822
97 C 7.779 -2.980 -2.807
98 Br 7.069 -1.236 -3.308
99 H 7.555 -3.704 -4.849
100 H 8.001 -4.939 -3.654
101 H 8.859 -2.845 -2.762
102 H 7.403 -3.201 -1.811

Forces on atoms 1 to 3 (eV/Å):
-0.5 0.1 0.0
0.2 -0.7 0.9
0.8 0.5 -0.2

Computed properties:
Electronic energy = -1177898.77254 eV
HOMO-LUMO gap = 6.446 eV
Net charge = +1



The following is a quantum chemistry calculation of a 7-piece molecular cluster, C30H49F4IO15 overall, from the Open Molecules 2025 dataset.

CARTESIAN COORDINATES (ANGSTROEM)
1 O 4.972 1.713 -0.087
2 C 4.052 2.325 -0.840
3 O 4.097 3.772 -1.223
4 C 2.762 4.259 -0.742
5 O 2.454 5.351 -0.037
6 C 1.818 3.072 -1.393
7 C 0.252 3.282 -1.832
8 F -0.063 4.739 -1.619
9 F 0.013 2.941 -3.253
10 C -0.818 2.435 -0.910
11 F -1.772 3.374 -0.216
12 F -0.165 1.581 0.136
13 C 2.644 1.803 -1.504
14 I 2.074 -0.164 -2.328
15 H -1.456 1.696 -1.592
16 C -0.051 -5.234 1.247
17 C -0.241 -4.679 -0.151
18 O 0.625 -3.553 -0.380
19 C 1.918 -3.644 -0.765
20 C 2.599 -4.980 -0.716
21 O 2.545 -2.634 -1.082
22 H 0.968 -5.600 1.401
23 H -0.745 -6.057 1.433
24 H -0.220 -4.453 1.994
25 H -0.112 -5.438 -0.930
26 H -1.266 -4.306 -0.251
27 H 3.153 -5.065 0.222
28 H 3.298 -5.043 -1.558
29 H 1.923 -5.826 -0.819
30 C -3.794 -7.457 6.031
31 C -3.969 -6.313 5.051
32 O -2.946 -6.340 4.039
33 C -2.993 -7.095 2.919
34 C -4.033 -8.171 2.810
35 O -2.149 -6.950 2.036
36 H -3.882 -8.429 5.537
37 H -4.544 -7.403 6.824
38 H -2.798 -7.423 6.482
39 H -4.966 -6.291 4.599
40 H -3.852 -5.364 5.584
41 H -3.595 -9.125 3.112
42 H -4.357 -8.234 1.765
43 H -4.930 -7.980 3.394
44 C -2.717 5.948 -5.672
45 C -3.603 4.746 -5.940
46 O -3.311 3.676 -5.024
47 C -3.822 3.573 -3.777
48 C -4.537 4.750 -3.183
49 O -3.639 2.553 -3.113
50 H -2.882 6.354 -4.670
51 H -2.909 6.739 -6.401
52 H -1.663 5.663 -5.727
53 H -4.670 4.994 -5.927
54 H -3.389 4.362 -6.943
55 H -3.840 5.315 -2.560
56 H -5.360 4.378 -2.562
57 H -4.989 5.412 -3.919
58 C 3.456 1.129 2.958
59 C 3.170 0.159 4.088
60 O 2.051 -0.688 3.770
61 C 2.129 -1.818 3.033
62 C 3.389 -2.106 2.272
63 O 1.154 -2.562 2.931
64 H 3.725 0.606 2.036
65 H 4.275 1.801 3.225
66 H 2.567 1.725 2.734
67 H 4.046 -0.437 4.367
68 H 2.886 0.725 4.982
69 H 3.272 -1.763 1.242
70 H 3.558 -3.189 2.277
71 H 4.281 -1.659 2.707
72 C -0.402 0.600 -10.670
73 C -0.891 2.013 -10.421
74 O -2.288 2.022 -10.078
75 C -2.775 1.806 -8.836
76 C -1.857 1.272 -7.777
77 O -3.970 1.977 -8.599
78 H -0.497 -0.023 -9.776
79 H 0.647 0.603 -10.977
80 H -0.999 0.122 -11.452
81 H -0.298 2.540 -9.666
82 H -0.795 2.592 -11.346
83 H -1.970 0.188 -7.718
84 H -2.138 1.719 -6.816
85 H -0.809 1.522 -7.931
86 C 3.210 4.783 9.080
87 C 3.249 4.585 7.577
88 O 4.160 3.531 7.219
89 C 3.852 2.215 7.223
90 C 2.577 1.768 7.875
91 O 4.641 1.391 6.763
92 H 2.854 3.887 9.595
93 H 2.554 5.616 9.342
94 H 4.214 4.988 9.463
95 H 2.257 4.409 7.146
96 H 3.630 5.498 7.106
97 H 2.791 1.446 8.896
98 H 2.174 0.923 7.304
99 H 1.796 2.525 7.886

Forces on atoms 1 to 3 (eV/Å):
-6.4 4.4 -5.6
3.5 -2.7 2.5
-1.7 -1.0 3.4

Computed properties:
Electronic energy = -81580.15417 eV
HOMO-LUMO gap = 7.813 eV
Net charge = 0



The following is a quantum chemistry calculation of a 4-piece molecular cluster, C30H49I2N8O overall, from the Open Molecules 2025 dataset.

CARTESIAN COORDINATES (ANGSTROEM)
1 C 6.222 -5.902 3.266
2 C 6.976 -4.577 2.890
3 C 6.936 -4.416 1.363
4 O 7.672 -3.259 0.904
5 N 7.174 -2.104 1.432
6 C 6.474 -1.314 0.612
7 N 6.217 -1.629 -0.647
8 C 5.518 -0.621 -1.241
9 C 5.091 -0.587 -2.651
10 I 3.338 0.425 -3.320
11 C 5.835 -1.255 -3.568
12 C 7.096 -2.042 -3.251
13 I 5.272 -1.309 -5.623
14 N 5.359 0.300 -0.275
15 C 4.713 1.623 -0.267
16 C 3.553 1.736 0.767
17 C 2.204 1.151 0.279
18 C 0.963 1.982 0.729
19 C -0.264 1.087 1.072
20 C -1.572 1.760 0.567
21 C -2.835 1.246 1.281
22 C -3.151 -0.249 1.022
23 C -3.527 -0.620 -0.432
24 C -4.840 0.013 -0.943
25 C -6.105 -0.843 -0.693
26 C -6.013 -2.286 -1.234
27 N -6.264 -3.309 -0.218
28 C -7.042 -3.243 0.897
29 C -7.047 -4.400 1.608
30 C -6.193 -5.293 0.841
31 C -5.769 -4.583 -0.239
32 N 5.914 -0.102 0.877
33 H 5.356 -5.612 3.874
34 H 5.883 -6.400 2.351
35 H 6.864 -6.535 3.884
36 H 8.015 -4.581 3.243
37 H 6.426 -3.735 3.332
38 H 5.919 -4.420 0.944
39 H 7.467 -5.277 0.932
40 H 7.363 -1.836 2.387
41 H 7.384 -2.637 -4.124
42 H 6.834 -2.773 -2.475
43 H 7.918 -1.431 -2.864
44 H 5.479 2.332 0.098
45 H 4.427 1.979 -1.256
46 H 3.407 2.826 0.883
47 H 3.854 1.372 1.761
48 H 2.200 1.155 -0.812
49 H 2.106 0.109 0.620
50 H 1.192 2.712 1.512
51 H 0.648 2.567 -0.155
52 H -0.192 0.111 0.573
53 H -0.319 1.004 2.168
54 H -1.670 1.687 -0.526
55 H -1.475 2.833 0.811
56 H -2.699 1.370 2.368
57 H -3.667 1.916 0.994
58 H -3.902 -0.611 1.742
59 H -2.228 -0.809 1.256
60 H -3.528 -1.720 -0.503
61 H -2.696 -0.291 -1.080
62 H -4.747 0.233 -2.017
63 H -4.966 0.971 -0.430
64 H -6.346 -0.791 0.375
65 H -6.934 -0.347 -1.221
66 H -6.737 -2.474 -2.042
67 H -5.022 -2.465 -1.670
68 H -7.574 -2.327 1.143
69 H -7.559 -4.602 2.540
70 H -5.937 -6.316 1.093
71 H -5.114 -5.003 -0.998
72 H 5.914 0.390 1.758
73 C -6.733 4.211 0.829
74 C -5.562 3.695 0.139
75 N -4.638 3.287 -0.408
76 H -7.160 5.061 0.299
77 H -7.512 3.454 0.909
78 H -6.488 4.541 1.838
79 C 2.879 6.167 -0.545
80 C 2.706 5.412 0.688
81 N 2.570 4.820 1.662
82 H 2.432 5.647 -1.392
83 H 2.411 7.148 -0.475
84 H 3.934 6.320 -0.769
85 C -6.709 5.342 -3.399
86 C -7.637 4.450 -2.719
87 N -8.366 3.744 -2.182
88 H -7.073 6.369 -3.394
89 H -5.732 5.333 -2.917
90 H -6.569 5.046 -4.438

Forces on atoms 1 to 3 (eV/Å):
0.3 1.1 0.3
-0.8 -0.3 -0.5
0.3 -0.6 0.5

Computed properties:
Electronic energy = -62063.64922 eV
HOMO-LUMO gap = 5.846 eV
Net charge = +1